C76H163N9O9 | ωB97M-V with the def2-TZVPD basis set

Geometry (Å):
C (-4.60061, -2.91068, 1.00354)
C (-5.00874, -3.14256, -0.46928)
C (-4.73568, -4.64303, -0.87712)
C (-6.56900, -2.93039, -0.36477)
C (-7.23182, -2.58047, -1.74078)
C (-6.43913, -1.51039, -2.50160)
C (-4.90435, -1.82884, -2.63564)
C (-4.60565, -2.88730, -3.74499)
C (-4.27599, -0.45323, -3.15625)
N (-4.39671, -2.09178, -1.29056)
O (-3.05982, -2.20964, -1.27550)
H (-3.52919, -3.08072, 1.10963)
H (-4.79092, -1.89246, 1.34281)
H (-5.23888, -3.53544, 1.62833)
H (-4.00444, -5.05442, -0.18131)
H (-5.63181, -5.26182, -0.83085)
H (-4.30323, -4.77016, -1.86955)
H (-7.02700, -3.87108, -0.05909)
H (-6.79771, -2.20420, 0.41525)
H (-7.21061, -3.51460, -2.30207)
H (-8.29658, -2.36536, -1.65067)
H (-6.57482, -0.52150, -2.06366)
H (-6.85466, -1.53772, -3.50891)
H (-4.87747, -2.30689, -4.62665)
H (-5.20113, -3.79120, -3.61664)
H (-3.53651, -3.09927, -3.73493)
H (-4.70495, -0.12498, -4.10301)
H (-3.21248, -0.56721, -3.36614)
H (-4.30954, 0.40283, -2.48236)
H (-2.94253, -3.01098, -1.79096)
C (-1.24990, -2.55111, 6.17447)
C (-0.11520, -2.56108, 5.13398)
C (-0.42268, -1.56194, 4.03703)
C (1.10446, -1.92932, 5.83927)
C (1.92062, -2.92415, 6.68817)
C (2.36293, -4.07744, 5.85853)
C (1.13242, -4.76870, 5.10994)
C (1.86233, -5.69449, 4.16383)
C (0.38973, -5.61004, 6.21032)
N (0.28421, -3.78353, 4.42822)
O (-0.76020, -4.40305, 3.72354)
H (-1.07732, -3.23838, 7.00271)
H (-1.54437, -1.58207, 6.57739)
H (-2.13348, -2.87282, 5.62320)
H (-1.37145, -1.74914, 3.53414)
H (-0.67251, -0.57971, 4.43815)
H (0.38286, -1.45390, 3.31072)
H (1.86026, -1.51096, 5.17456)
H (0.87961, -1.18818, 6.60625)
H (2.72617, -2.36092, 7.15930)
H (1.32091, -3.35469, 7.49009)
H (2.85758, -4.80846, 6.49808)
H (3.05627, -3.69746, 5.10820)
H (2.69256, -6.19462, 4.66251)
H (2.32209, -5.28521, 3.26426)
H (1.25598, -6.52485, 3.80199)
H (0.93075, -6.51629, 6.48255)
H (-0.57725, -6.01805, 5.91610)
H (0.26045, -5.01813, 7.11642)
H (-0.56425, -4.26198, 2.79440)
C (-5.53509, 5.44509, -3.39630)
C (-4.67118, 5.02281, -4.62235)
C (-4.23069, 6.33555, -5.31813)
C (-3.47746, 4.30468, -3.93453)
C (-2.52770, 3.57953, -4.87526)
C (-3.38813, 2.53522, -5.62041)
C (-4.64501, 3.11873, -6.30479)
C (-4.16390, 3.72467, -7.66224)
C (-5.52661, 1.88761, -6.61249)
N (-5.36829, 4.08839, -5.54637)
O (-6.54457, 4.62952, -6.24265)
H (-5.79411, 4.58074, -2.78483)
H (-4.93147, 6.05778, -2.72670)
H (-6.47885, 5.92447, -3.65633)
H (-3.32526, 6.08594, -5.87130)
H (-4.99063, 6.65956, -6.02917)
H (-4.01712, 7.14454, -4.61953)
H (-2.82720, 4.99880, -3.40213)
H (-3.89946, 3.58689, -3.23112)
H (-2.10055, 4.27191, -5.60069)
H (-1.69799, 3.17515, -4.29547)
H (-3.80174, 1.81421, -4.91531)
H (-2.74073, 2.02578, -6.33417)
H (-3.91085, 2.95502, -8.39142)
H (-3.30892, 4.39205, -7.55396)
H (-4.93674, 4.33691, -8.12698)
H (-5.90017, 1.47451, -5.67553)
H (-4.96646, 1.06226, -7.05196)
H (-6.35708, 2.17509, -7.25727)
H (-7.28754, 4.46436, -5.65757)
C (3.19315, 0.70866, -6.39416)
C (2.99998, 1.49603, -5.02467)
C (2.71726, 3.00502, -5.39650)
C (1.63288, 1.08144, -4.45587)
C (1.68855, -0.33125, -3.74465)
C (2.69235, -0.32408, -2.61659)
C (4.12510, 0.03592, -3.11914)
C (4.99374, 0.35258, -1.93987)
C (4.69968, -1.20065, -3.81364)
N (3.96649, 1.25809, -3.95986)
O (5.22967, 1.70968, -4.41458)
H (4.20366, 0.73483, -6.80196)
H (2.81732, -0.31286, -6.33640)
H (2.65887, 1.27085, -7.16005)
H (2.47702, 3.66024, -4.55921)
H (3.66951, 3.36898, -5.78231)
H (1.98591, 3.07988, -6.20125)
H (1.21332, 1.80992, -3.76206)
H (0.82910, 0.97732, -5.18470)
H (0.76165, -0.62644, -3.25290)
H (1.98780, -1.10732, -4.44910)
H (2.73537, -1.34333, -2.23267)
H (2.32805, 0.38201, -1.87039)
H (6.03731, 0.57864, -2.15885)
H (5.13334, -0.45545, -1.22173)
H (4.67234, 1.25353, -1.41728)
H (4.62910, -2.11828, -3.22960)
H (5.73334, -0.94417, -4.04574)
H (4.17452, -1.45021, -4.73560)
H (5.46308, 2.45284, -3.85348)
C (7.40213, -0.97251, 3.40344)
C (6.84021, -1.62985, 2.10012)
C (7.88936, -1.70361, 1.00336)
C (6.53997, -3.06369, 2.41661)
C (5.28570, -3.25535, 3.26855)
C (4.03585, -2.49365, 2.66859)
C (4.40564, -1.02176, 2.33490)
C (3.28112, -0.50536, 1.54648)
C (4.44482, -0.23663, 3.65634)
N (5.65198, -0.94628, 1.58542)
O (6.01086, 0.34251, 1.29635)
H (8.47682, -1.13735, 3.48073)
H (7.27070, 0.10668, 3.48205)
H (7.05715, -1.40141, 4.34425)
H (8.59600, -2.50242, 1.22841)
H (7.38159, -1.88683, 0.05642)
H (8.39537, -0.76918, 0.76064)
H (6.32188, -3.71233, 1.56821)
H (7.38471, -3.60891, 2.83763)
H (5.11145, -4.30227, 3.51694)
H (5.62959, -2.89546, 4.23826)
H (3.27468, -2.34922, 3.43532)
H (3.54562, -3.06682, 1.88167)
H (2.27622, -0.63357, 1.94875)
H (3.22050, -0.87730, 0.52370)
H (3.38261, 0.55776, 1.32831)
H (4.97331, 0.71332, 3.57634)
H (4.98540, -0.74631, 4.45390)
H (3.47690, -0.07452, 4.13062)
H (5.64110, 0.45274, 0.41730)
C (1.85821, 5.33010, 5.54872)
C (0.59606, 4.85108, 4.80504)
C (-0.30684, 6.02093, 4.25708)
C (1.22847, 4.09131, 3.54748)
C (1.53326, 2.68754, 3.90258)
C (0.38461, 1.84095, 4.56730)
C (-0.05349, 2.47947, 5.92308)
C (-1.44550, 1.87076, 6.24715)
C (1.00680, 2.16393, 7.05006)
N (-0.27744, 3.92903, 5.63199)
O (-0.75513, 4.61641, 6.69640)
H (2.39729, 6.08990, 4.98287)
H (1.74888, 5.89800, 6.47265)
H (2.58530, 4.52915, 5.68258)
H (-1.13913, 5.69728, 3.63208)
H (-0.83414, 6.52568, 5.06657)
H (0.26104, 6.74054, 3.66737)
H (0.48181, 4.15366, 2.75582)
H (2.21216, 4.45954, 3.25620)
H (1.88845, 2.06744, 3.07953)
H (2.38975, 2.67860, 4.57671)
H (0.84204, 0.86871, 4.75067)
H (-0.40347, 1.72659, 3.82302)
H (-1.35576, 0.79628, 6.40699)
H (-2.06639, 2.02555, 5.36475)
H (-1.87247, 2.44135, 7.07190)
H (1.98534, 2.48217, 6.69051)
H (0.94792, 1.08168, 7.16568)
H (0.88764, 2.74215, 7.96634)
H (-1.67406, 4.34516, 6.63653)
C (0.61560, -3.11597, -0.58512)
C (0.53279, -4.63845, -0.62315)
C (0.77841, -5.19183, 0.81841)
C (-0.88599, -5.02465, -0.99458)
C (-1.20700, -4.83919, -2.40285)
C (-0.21193, -5.73648, -3.22583)
C (1.32850, -5.35595, -2.99889)
C (2.09211, -6.65677, -3.55049)
C (1.74740, -4.14746, -3.80106)
N (1.50577, -5.23545, -1.54799)
O (2.85215, -5.01182, -1.25286)
H (0.30202, -2.75012, -1.56282)
H (-0.03368, -2.61720, 0.13445)
H (1.60040, -2.73152, -0.31966)
H (1.80393, -4.99164, 1.12880)
H (0.22302, -4.60825, 1.55262)
H (0.58990, -6.26042, 0.92179)
H (-0.98663, -6.09030, -0.78882)
H (-1.58555, -4.61573, -0.26554)
H (-2.22088, -5.23697, -2.44632)
H (-1.32513, -3.83447, -2.80864)
H (-0.34770, -5.60327, -4.29911)
H (-0.54390, -6.74107, -2.96373)
H (3.16943, -6.49303, -3.57639)
H (1.82782, -6.90118, -4.57933)
H (2.01157, -7.48163, -2.84252)
H (2.82328, -3.97308, -3.78780)
H (1.23001, -3.30509, -3.34192)
H (1.62615, -4.25436, -4.87900)
H (3.13160, -5.81646, -0.81008)
C (-1.52317, 1.09868, -1.47566)
C (-1.19488, 1.30939, -0.00609)
C (0.27460, 0.79197, 0.28287)
C (-1.05691, 2.87712, 0.20957)
C (-2.40474, 3.64386, 0.47901)
C (-3.19809, 2.91523, 1.50216)
C (-3.37318, 1.34382, 1.28814)
C (-3.93629, 0.83162, 2.67188)
C (-4.53255, 1.19508, 0.23356)
N (-2.08259, 0.73159, 0.98786)
O (-2.20628, -0.65414, 0.86143)
H (-2.43869, 1.65177, -1.68544)
H (-1.62819, 0.05669, -1.77785)
H (-0.71463, 1.58086, -2.02508)
H (0.31423, -0.29727, 0.29163)
H (0.57200, 1.22096, 1.23975)
H (1.02393, 1.12548, -0.43502)
H (-0.33484, 3.07801, 1.00100)
H (-0.63615, 3.40275, -0.64762)
H (-2.96907, 3.81879, -0.43698)
H (-2.24338, 4.68882, 0.74380)
H (-4.10545, 3.50872, 1.61436)
H (-2.73267, 2.97911, 2.48573)
H (-4.68840, 1.55248, 2.99247)
H (-4.34406, -0.17856, 2.63491)
H (-3.14574, 0.72976, 3.41536)
H (-4.23122, 1.85599, -0.57915)
H (-4.58545, 0.13861, -0.02949)
H (-5.48417, 1.53057, 0.64582)
H (-2.88998, -0.65211, 0.18753)
C (0.20519, 6.84930, -1.05763)
O (0.92049, 5.71544, -0.46108)
C (1.66054, 5.09443, -1.49379)
C (2.52246, 3.90435, -0.91987)
C (3.31703, 4.16822, 0.36682)
N (3.44272, 3.24481, -1.81351)
H (-0.54740, 6.45570, -1.74084)
H (0.89109, 7.60081, -1.44861)
H (-0.35420, 7.33034, -0.25526)
H (0.98501, 4.80911, -2.30023)
H (2.39145, 5.83713, -1.81356)
H (1.82702, 3.10593, -0.66107)
H (2.66049, 4.45424, 1.18856)
H (3.98182, 5.02642, 0.26856)
H (3.95252, 3.38129, 0.77302)
H (2.86427, 2.96080, -2.59122)
H (3.75201, 2.35052, -1.46042)

The HOMO-LUMO gap is 8.1 eV. The LUMO energy comes out at 0.015 Ha. The structure (SMILES) is CC1(C)CCCC(C)(C)N1O.CC1(C)CCCC(C)(C)N1O.CC1(C)CCCC(C)(C)N1O.CC1(C)CCCC(C)(C)N1O.CC1(C)CCCC(C)(C)N1O.CC1(C)CCCC(C)(C)N1O.CC1(C)CCCC(C)(C)N1O.CC1(C)CCCC(C)(C)N1O.COC[C@H](C)N. Its molar mass is 1347.194 g/mol. The relative energy (zero: lowest compared OMol25 entry of this formula, charge and spin) comes out at 100.5 kcal per mole. For the maximum force, the calculation gives 3.764 eV/A.